DFT (the ωB97M-V functional and the def2-TZVPD basis) results for 6 unconnected molecules or ions with the total composition C24H42N6 at a distorted geometry.

Summary:
relative energy (zero: lowest compared OMol25 entry of this formula, charge and spin) = 5.7 kcal per mole
orbital gap = 11.35 eV
SMILES = CCCC#N.CCCC#N.CCCC#N.CCCC#N.CCCC#N.CCCC#N
spin multiplicity = 1

Last column: Löwdin charge in e.
Geometry (Å):
C -3.65 2.74 1.36  -0.099
C -2.67 2.26 0.28  -0.275
C -2.43 3.20 -0.91  -0.176
C -1.98 4.52 -0.47  -0.240
N -1.66 5.58 -0.16  0.140
H -3.72 1.95 2.11  0.056
H -4.63 2.97 0.95  0.077
H -3.23 3.63 1.83  0.062
H -3.00 1.29 -0.10  0.092
H -1.71 2.07 0.75  0.060
H -3.34 3.32 -1.50  0.123
H -1.65 2.79 -1.55  0.100
C -2.93 2.53 5.55  -0.091
C -1.41 2.67 5.41  -0.256
C -0.93 2.68 3.96  -0.190
C -1.20 1.45 3.23  -0.237
N -1.43 0.47 2.68  0.186
H -3.33 3.35 4.95  0.076
H -3.29 2.64 6.57  0.070
H -3.26 1.58 5.14  0.071
H -0.83 1.91 5.94  0.111
H -1.05 3.61 5.85  0.110
H 0.16 2.77 4.02  0.121
H -1.19 3.56 3.36  0.120
C -0.41 0.89 -5.82  -0.105
C -0.91 1.06 -4.38  -0.260
C -0.21 0.14 -3.40  -0.252
C -0.30 -1.30 -3.73  -0.251
N -0.34 -2.41 -4.01  0.133
H -0.75 -0.05 -6.25  0.070
H 0.67 0.93 -5.87  0.078
H -0.82 1.70 -6.44  0.068
H -1.98 0.83 -4.35  0.112
H -0.71 2.07 -4.03  0.093
H -0.68 0.26 -2.42  0.049
H 0.85 0.36 -3.25  0.091
C 1.73 -0.45 -0.23  -0.099
C 1.27 0.68 0.66  -0.260
C 1.87 2.04 0.25  -0.178
C 1.72 2.38 -1.15  -0.224
N 1.59 2.66 -2.25  0.174
H 2.81 -0.58 -0.26  0.048
H 1.32 -0.36 -1.24  0.049
H 1.22 -1.37 0.09  0.068
H 1.41 0.49 1.72  0.102
H 0.18 0.77 0.55  0.064
H 2.95 1.96 0.45  0.120
H 1.54 2.88 0.87  0.113
C -2.17 -4.91 1.86  -0.111
C -1.96 -3.47 1.38  -0.256
C -1.91 -3.39 -0.16  -0.176
C -1.78 -2.03 -0.64  -0.181
N -1.67 -0.96 -1.02  0.193
H -1.59 -5.59 1.23  0.071
H -3.22 -5.18 1.74  0.074
H -1.85 -5.06 2.89  0.070
H -1.02 -3.09 1.77  0.106
H -2.82 -2.91 1.75  0.109
H -2.81 -3.84 -0.59  0.127
H -1.03 -3.99 -0.42  0.123
C 5.33 -4.64 -0.92  -0.114
C 4.92 -3.17 -0.84  -0.265
C 5.82 -2.28 -1.71  -0.183
C 5.43 -0.88 -1.54  -0.235
N 5.09 0.21 -1.45  0.153
H 4.80 -5.29 -0.23  0.071
H 6.40 -4.83 -0.81  0.073
H 5.04 -5.05 -1.90  0.076
H 5.05 -2.84 0.19  0.110
H 3.86 -3.01 -1.05  0.108
H 5.58 -2.53 -2.75  0.125
H 6.89 -2.41 -1.56  0.120